Record 1
DFT (ωB97M-V/def2-TZVPD) results for a cluster of 5 separate species, C12H37N3O5 in total at a distorted geometry.

Structure (XYZ):
```
57
C12H37N3O5 (ωB97M-V/def2-TZVPD)
C 1.351 -4.718 -4.045
O 0.407 -4.931 -3.007
C -0.782 -4.109 -3.023
C -0.761 -2.912 -2.019
C -0.209 -3.104 -0.661
N -2.090 -2.378 -1.854
H 0.839 -4.928 -4.984
H 2.155 -5.454 -4.034
H 1.730 -3.698 -3.984
H -1.024 -3.818 -4.045
H -1.587 -4.790 -2.748
H -0.179 -2.095 -2.444
H -0.740 -3.929 -0.188
H -0.230 -2.263 0.032
H 0.816 -3.471 -0.604
H -2.129 -1.495 -1.365
H -2.373 -2.124 -2.789
C -2.482 0.091 1.981
O -2.400 0.718 0.643
C -3.021 1.963 0.560
C -2.397 3.146 1.365
C -3.332 4.335 1.477
N -1.238 3.658 0.651
H -3.490 -0.092 2.351
H -2.015 0.745 2.718
H -1.883 -0.815 1.884
H -2.961 2.236 -0.493
H -4.085 1.834 0.761
H -2.220 2.765 2.371
H -4.293 4.088 1.928
H -3.582 4.774 0.512
H -2.930 5.179 2.037
H -0.643 2.862 0.470
H -1.581 3.998 -0.236
C 4.138 -1.649 0.744
O 3.679 -0.356 0.498
C 2.603 0.006 1.269
C 2.481 1.507 1.458
C 3.575 2.072 2.439
N 1.289 1.971 2.160
H 3.437 -2.431 0.447
H 4.301 -1.814 1.809
H 5.062 -1.743 0.174
H 1.755 -0.392 0.712
H 2.520 -0.430 2.264
H 2.564 2.026 0.503
H 3.637 1.716 3.467
H 3.448 3.142 2.608
H 4.531 1.962 1.928
H 1.553 1.767 3.113
H 1.256 2.980 2.154
O -0.916 2.297 -2.356
H -0.737 1.770 -3.135
H -0.612 1.757 -1.627
O 0.048 1.018 -0.285
H 0.583 0.819 0.483
H -0.834 0.735 -0.044
```

Output
2S+1: 1
gap between HOMO and LUMO: 0.3511 Ha
LUMO level: 0.7135 eV
highest occupied orbital energy: -8.8 eV
energy relative to the best compared isomer or geometry (same formula, charge and spin): 195.6 kJ/mol
total charge: 0
M: 303.44 g/mol

Record 2
DFT (ωB97M-V/def2-TZVPD) results for a cluster of 2 separate species, C5H14NO3 in total at a distorted geometry.

Structure (XYZ):
```
23
C5H14NO3 (ωB97M-V/def2-TZVPD)
C -2.086 0.528 -0.875
C -1.765 -1.849 0.052
C 1.993 -1.495 0.646
C 1.802 1.458 -0.691
C 0.131 -0.309 -0.320
N -1.126 -0.516 -0.367
O -0.304 2.021 1.556
O 0.676 -1.062 0.634
O 0.654 0.572 -1.060
H -2.678 -0.128 -1.641
H -2.592 0.820 -0.004
H -1.490 1.215 -1.321
H -0.974 -2.539 -0.033
H -2.253 -1.663 0.941
H -2.543 -2.031 -0.760
H 2.597 -0.901 1.293
H 2.475 -1.436 -0.412
H 2.034 -2.522 1.004
H 2.726 0.800 -0.695
H 1.696 1.791 0.243
H 1.915 2.148 -1.433
H -0.906 2.555 0.991
H 0.017 2.543 2.249
```

Output
2S+1: 1
gap between HOMO and LUMO: 0.4365 Ha
LUMO level: -2.6295 eV
highest occupied orbital energy: -14.5 eV
energy relative to the best compared isomer or geometry (same formula, charge and spin): 288.2 kJ/mol
total charge: +1
M: 136.17 g/mol

Record 3
DFT (ωB97M-V/def2-TZVPD) results for the molecule CH3N5O at a distorted geometry.

Structure (XYZ):
```
10
CH3N5O (ωB97M-V/def2-TZVPD)
N -1.882 -0.622 0.134
N -0.607 -0.331 -0.058
N 0.237 -1.429 -0.181
N 1.435 -1.013 0.008
N 1.409 0.369 0.140
C 0.139 0.880 -0.119
O -0.278 1.953 -0.080
H -2.422 -0.328 1.014
H -2.577 -0.158 -0.551
H 2.243 0.765 0.589
```

Output
2S+1: 1
gap between HOMO and LUMO: 0.3868 Ha
LUMO level: 0.7510 eV
highest occupied orbital energy: -9.8 eV
energy relative to the best compared isomer or geometry (same formula, charge and spin): 93.4 kJ/mol
total charge: 0
M: 101.07 g/mol

Record 4
DFT (ωB97M-V/def2-TZVPD) results for a structure of composition ArH24O12 at a distorted geometry.

Structure (XYZ):
```
37
ArH24O12 (ωB97M-V/def2-TZVPD)
Ar 14.223 4.306 -8.984
O 13.614 0.486 -8.385
H 13.399 -0.216 -9.000
H 12.797 0.649 -7.914
O 15.179 5.280 -12.575
H 14.945 4.401 -12.279
H 14.356 5.654 -12.892
O 17.072 2.839 -10.527
H 17.747 2.839 -11.205
H 17.394 3.454 -9.867
O 17.660 4.732 -8.573
H 18.482 5.162 -8.808
H 17.002 5.424 -8.629
O 16.594 4.084 -5.575
H 16.755 4.208 -6.511
H 16.584 3.134 -5.457
O 14.589 7.730 -11.488
H 13.766 7.401 -11.125
H 15.093 6.942 -11.692
O 12.334 7.268 -9.975
H 11.838 8.081 -10.072
H 11.715 6.579 -10.215
O 11.410 7.111 -7.160
H 11.937 7.239 -7.949
H 10.538 6.890 -7.487
O 12.152 2.612 -11.696
H 12.469 2.307 -12.546
H 12.764 2.236 -11.063
O 14.780 1.234 -11.007
H 14.402 1.212 -10.128
H 15.596 1.724 -10.906
O 10.685 4.874 -10.432
H 11.211 4.219 -10.892
H 10.399 4.433 -9.632
O 16.194 6.947 -9.158
H 17.016 7.249 -9.544
H 15.531 7.143 -9.820
```

Output
2S+1: 1
gap between HOMO and LUMO: 0.4062 Ha
LUMO level: 0.0779 eV
highest occupied orbital energy: -11.0 eV
energy relative to the best compared isomer or geometry (same formula, charge and spin): 64.0 kJ/mol
total charge: 0
M: 256.13 g/mol